DFT (ωB97M-V with the def2-TZVPD basis set) results for a molecular structure, C18H26Br36NO3P in a non-equilibrium geometry.

Structure (XYZ):
```
85
Properties=species:S:1:pos:R:3:forces:R:3:lowdin_charge:R:1
C 1.36727 0.55148 0.36239 0.2 0.0 -0.4 -0.094
C 1.82728 1.44553 -0.78522 -0.9 0.3 0.3 -0.258
C 1.04969 2.74964 -0.86204 0.8 0.2 0.6 -0.212
C 1.35214 3.66003 0.35104 -0.7 0.7 -1.1 -0.163
C 0.07925 4.11290 1.02329 0.2 -0.2 0.0 -0.149
O -0.86793 4.65202 0.04922 0.4 -0.4 -0.1 -0.005
C -2.09130 4.14135 0.31523 1.7 0.3 -1.7 -0.632
O -2.72074 4.50505 1.22718 -1.8 0.4 2.3 0.174
N -2.47864 3.13389 -0.60633 0.0 -0.8 0.4 -0.060
P -3.28947 1.82534 0.06739 -0.8 -0.2 0.0 0.650
O -4.70823 2.03884 0.37505 -0.9 -0.1 0.1 -0.417
H 0.30026 0.64161 0.54965 -0.2 0.1 0.0 0.065
H 1.55725 -0.47229 0.07631 0.1 -0.4 0.2 0.001
H 1.89774 0.75572 1.27931 0.1 0.1 0.4 0.071
H 1.64446 0.92652 -1.71538 0.3 -0.3 -0.4 0.100
H 2.87714 1.69086 -0.67120 0.4 -0.2 -0.2 0.095
H 1.33864 3.23851 -1.78913 -0.2 0.3 0.0 0.073
H -0.01633 2.57507 -0.89331 -0.3 -0.2 -0.2 0.082
H 1.99060 3.18448 1.07983 0.1 -0.2 0.3 0.113
H 1.85272 4.56103 0.01840 0.4 0.2 -0.1 0.093
H 0.26132 4.86960 1.77328 -0.1 0.2 0.3 0.129
H -0.36781 3.23347 1.47732 -0.3 -0.1 0.3 0.120
H -2.97433 3.50402 -1.41162 0.2 0.0 -0.3 0.016
H -2.59212 1.40514 1.21410 0.6 0.4 -0.3 0.034
H -3.11977 0.78211 -0.85951 0.4 0.2 -0.1 0.023
C 3.33472 5.45508 -3.99478 0.0 0.0 0.0 -1.626
Br 3.99316 4.54089 -2.43405 0.0 0.1 -0.2 0.570
Br 2.40411 4.25629 -5.18086 0.0 0.0 0.0 0.557
Br 2.25365 6.97928 -3.53011 0.0 -0.1 0.0 0.578
H 4.19458 5.82767 -4.53318 0.0 0.0 0.0 -0.080
C 4.03723 6.08338 -8.56002 -0.1 0.0 0.0 -1.643
Br 2.45369 7.08043 -8.10679 0.1 0.0 0.0 0.564
Br 4.67462 6.52160 -10.32232 0.0 0.0 0.1 0.579
Br 5.42325 6.29822 -7.23512 0.0 0.0 0.0 0.582
H 3.76570 5.03779 -8.56854 0.0 0.0 0.0 -0.033
C 3.83220 -3.08767 -0.60373 0.0 0.1 0.0 -1.636
Br 1.95280 -3.29596 -0.23867 0.1 -0.1 0.0 0.597
Br 4.13489 -1.88917 -2.07960 -0.2 0.1 0.0 0.548
Br 4.80583 -2.54240 0.96440 0.0 0.0 -0.1 0.561
H 4.21435 -4.05537 -0.89404 0.0 0.0 0.0 -0.087
C -7.13576 0.67399 2.55578 0.1 0.2 -0.1 -1.634
Br -6.75501 -0.28176 4.18630 0.0 0.0 -0.1 0.558
Br -7.92106 -0.46800 1.21275 0.1 0.0 0.1 0.573
Br -8.21687 2.23207 2.88087 0.0 -0.1 0.0 0.568
H -6.18737 1.02168 2.16330 0.0 0.0 -0.1 -0.063
C 8.15287 -4.39486 -1.09612 0.1 0.1 0.0 -1.620
Br 7.65484 -2.74535 -1.95509 0.1 -0.2 0.1 0.557
Br 8.95669 -4.08543 0.62520 -0.1 0.0 -0.1 0.575
Br 6.66916 -5.62233 -0.97603 0.0 0.0 0.0 0.594
H 8.89929 -4.86688 -1.71761 0.0 0.0 0.0 -0.032
C -6.19929 -4.22381 2.09178 0.0 0.1 0.0 -1.641
Br -5.86623 -4.44764 0.20658 0.0 0.0 0.1 0.561
Br -7.22470 -5.68599 2.81262 0.1 0.0 0.0 0.575
Br -4.56422 -3.94567 3.06829 -0.1 0.0 -0.1 0.534
H -6.79442 -3.32790 2.20937 0.0 0.0 0.0 -0.073
C -1.90675 -5.34686 5.63990 0.0 0.1 0.1 -1.677
Br -0.66598 -6.13617 6.87766 -0.1 0.1 0.0 0.564
Br -3.34774 -4.43639 6.53996 0.1 0.0 0.1 0.560
Br -1.02054 -4.19515 4.37597 0.0 0.0 0.1 0.549
H -2.34743 -6.15311 5.07553 -0.1 0.0 0.0 -0.105
C 0.45480 -9.12020 3.49136 0.0 0.0 0.0 -1.614
Br -1.20802 -8.16651 3.69774 0.1 -0.2 -0.2 0.606
Br 1.31003 -8.68145 1.82612 0.0 0.1 0.1 0.555
Br 1.63168 -8.85353 4.99083 -0.1 0.0 -0.1 0.577
H 0.21217 -10.17273 3.45883 0.0 0.0 0.0 -0.034
C -1.07053 -11.14427 -1.05511 0.0 0.1 0.0 -1.638
Br 0.20259 -11.88571 0.18411 0.0 -0.1 -0.1 0.548
Br -2.51141 -10.25676 -0.13628 0.1 0.0 0.0 0.566
Br -0.21752 -9.98158 -2.33175 0.0 0.0 0.1 0.568
H -1.49861 -11.96784 -1.60698 0.0 0.0 0.0 -0.032
C -3.88664 5.08330 4.59426 0.0 0.0 -0.1 -1.641
Br -5.10429 6.55717 4.82423 0.1 -0.1 0.0 0.572
Br -2.32909 5.26071 5.71585 -0.1 0.0 0.0 0.560
Br -4.76368 3.38969 4.85784 0.0 0.0 0.0 0.556
H -3.54511 5.10746 3.56802 0.0 0.0 0.0 -0.060
C -6.24010 3.42469 -2.70378 -0.1 0.0 0.1 -1.632
Br -7.18984 4.78938 -1.74155 0.1 -0.1 -0.1 0.590
Br -7.31925 2.63447 -4.08681 0.1 0.1 0.0 0.582
Br -4.56861 4.09358 -3.41237 0.0 0.0 0.0 0.604
H -5.99667 2.64406 -1.99489 0.0 0.0 0.1 -0.051
C 8.00249 3.47094 -1.03272 0.0 0.0 -0.1 -1.634
Br 6.28775 3.29552 -0.17269 0.1 -0.1 0.1 0.538
Br 9.32127 2.33118 -0.21726 -0.1 0.0 0.0 0.579
Br 7.87567 3.17096 -2.93106 0.0 0.0 0.1 0.563
H 8.32750 4.49105 -0.89076 0.0 0.0 0.0 -0.029
```
Positions in Å, forces in eV/Å.

highest occupied orbital energy: -9.971 eV
electronic energy: -2557535.001 eV
maximum force: 0.057 hartree/bohr
spin multiplicity: 1
total charge: 0
gap between HOMO and LUMO: 9.699 eV

=====

DFT (ωB97M-V with the def2-TZVPD basis set) results for a molecular structure, C54H55KN5O4SSb2 in a non-equilibrium geometry.

Structure (XYZ):
```
122
Properties=species:S:1:pos:R:3:forces:R:3:lowdin_charge:R:1
K -1.31846 0.36760 -0.27786 0.5 0.6 1.2 0.493
C 0.64340 -1.99067 0.07585 0.0 -0.1 0.0 -0.172
C 0.55354 -2.24826 1.58039 -0.1 0.1 0.0 -0.091
C 0.10006 -1.15759 2.53661 0.1 0.0 -0.1 -0.271
C -0.01298 -1.48726 3.89002 0.0 0.0 0.0 -0.024
C -0.42598 -0.53330 4.79590 0.0 0.0 0.0 -0.070
C -0.73517 0.73926 4.33257 0.0 0.0 0.0 -0.081
C -0.59277 0.98600 2.97991 0.1 -0.2 0.0 -0.189
N -0.17054 0.06977 2.10014 0.1 -0.1 0.4 0.043
N -0.63229 -1.97727 -0.68887 0.5 -0.7 -0.3 -0.239
C -0.34087 -1.95629 -2.13176 0.1 0.0 0.1 -0.126
C 0.43239 -0.76646 -2.69140 -0.2 -0.1 0.1 -0.254
C 0.98171 -0.91612 -3.96222 0.1 0.0 0.0 -0.020
C 1.67009 0.13592 -4.52745 0.0 0.0 0.0 -0.050
C 1.77308 1.32525 -3.82047 0.0 0.1 0.0 -0.060
C 1.16136 1.40027 -2.58574 0.0 -0.2 0.0 -0.172
N 0.50582 0.38034 -2.01837 0.5 -0.1 -0.7 0.044
C -1.49251 -3.11381 -0.39457 0.0 0.1 0.1 -0.132
C -2.51853 -2.84218 0.69615 0.2 0.1 -0.1 -0.245
C -3.43970 -3.82573 1.04868 0.0 -0.1 0.0 -0.025
C -4.36779 -3.55060 2.03291 0.0 0.0 0.0 -0.073
C -4.35747 -2.30132 2.64009 0.0 0.0 0.0 -0.065
C -3.41399 -1.38416 2.21794 0.1 -0.1 -0.1 -0.113
N -2.51127 -1.64433 1.26908 -0.3 -0.1 0.1 0.094
H 1.29115 -2.77789 -0.33923 -0.1 0.2 0.1 0.093
H 1.14849 -1.03576 -0.08993 -0.1 -0.1 0.0 0.089
H 1.56648 -2.52754 1.88649 0.0 0.0 0.0 0.134
H -0.05924 -3.13118 1.78672 0.0 0.0 0.0 0.112
H 0.22253 -2.49406 4.21324 0.0 0.0 0.0 0.116
H -0.51050 -0.77515 5.84850 0.0 0.0 0.0 0.104
H -1.06696 1.52365 4.99983 0.0 0.0 0.0 0.104
H -0.83432 1.96200 2.56805 0.0 0.0 0.0 0.054
H -1.29923 -1.96355 -2.66006 0.0 0.0 0.0 0.133
H 0.21212 -2.86151 -2.42778 0.0 0.0 0.0 0.128
H 0.88673 -1.85922 -4.48305 0.1 -0.1 0.0 0.116
H 2.13030 0.02492 -5.50091 0.0 0.0 0.0 0.106
H 2.30085 2.18339 -4.21606 0.0 0.0 0.0 0.106
H 1.18241 2.32847 -2.02512 0.0 -0.1 0.0 0.066
H -0.90635 -4.00944 -0.13796 0.0 0.0 0.0 0.139
H -2.05711 -3.37355 -1.29250 0.0 0.0 0.0 0.128
H -3.42551 -4.78572 0.54667 0.0 0.0 0.0 0.114
H -5.09719 -4.29725 2.32190 0.0 0.0 0.0 0.102
H -5.06783 -2.04318 3.41373 0.0 0.0 0.0 0.099
H -3.37528 -0.38870 2.64975 0.0 0.0 0.0 0.113
C -0.71298 5.53927 1.17764 0.3 -0.1 0.0 -0.402
C 0.81354 5.46252 1.31532 -0.1 -0.1 0.0 -0.381
C 1.30066 4.22212 2.09184 -0.1 0.0 0.0 -0.407
Sb 1.96891 2.52882 0.87225 0.1 0.2 0.0 1.505
C 3.47214 3.69363 -0.15865 0.1 0.0 0.1 -0.369
C 4.04896 4.82904 0.41311 0.0 0.0 -0.1 -0.131
C 5.04650 5.53481 -0.24723 0.0 0.0 0.0 -0.095
C 5.49424 5.10926 -1.49239 0.0 0.0 0.0 -0.105
C 4.94343 3.97309 -2.06523 0.0 0.0 0.0 -0.090
C 3.94082 3.27309 -1.40219 0.0 0.0 0.0 -0.132
C 3.33798 1.91346 2.42225 0.0 0.0 0.0 -0.358
C 4.70984 1.79987 2.20146 0.0 0.0 0.0 -0.131
C 5.57115 1.45068 3.23490 0.0 0.0 0.0 -0.093
C 5.07459 1.20490 4.50827 0.0 0.0 0.0 -0.107
C 3.70977 1.30310 4.74003 0.0 0.0 0.0 -0.096
C 2.85204 1.65331 3.70402 0.0 0.0 0.0 -0.131
Sb -1.64531 3.82980 0.17545 -0.1 0.4 0.1 1.419
C -3.53909 4.83124 0.24502 -0.1 -0.1 0.0 -0.388
C -4.24390 5.15835 -0.91097 0.0 0.0 0.1 -0.125
C -5.48988 5.76606 -0.83173 0.0 0.0 0.0 -0.095
C -6.05625 6.04699 0.40536 0.0 0.0 0.0 -0.112
C -5.36852 5.71719 1.56408 0.0 0.0 0.0 -0.108
C -4.11905 5.11326 1.47974 0.0 0.1 0.0 -0.144
C -1.12452 4.43237 -1.82695 0.0 -0.1 -0.1 -0.362
C -0.60851 5.69861 -2.10616 0.0 -0.1 0.0 -0.122
C -0.23996 6.05153 -3.39859 0.0 0.0 0.0 -0.094
C -0.38328 5.14159 -4.43736 0.0 0.0 0.0 -0.100
C -0.90105 3.88110 -4.17770 0.0 0.0 0.0 -0.091
C -1.26635 3.52827 -2.88394 0.0 0.1 0.1 -0.149
H -1.02237 6.46227 0.68469 0.0 0.0 0.0 0.042
H -1.16843 5.55470 2.17398 0.0 0.0 0.0 0.043
H 1.17156 6.36044 1.83068 0.0 0.0 0.0 0.097
H 1.26903 5.49937 0.31998 0.0 0.0 0.0 0.072
H 0.48745 3.85734 2.72906 0.1 0.0 0.0 0.027
H 2.12586 4.45744 2.76561 0.0 0.1 0.0 0.040
H 3.73233 5.16798 1.39283 0.0 0.0 0.0 0.091
H 5.47827 6.41505 0.21431 0.0 0.0 0.0 0.096
H 6.27596 5.65505 -2.00662 0.0 0.0 0.0 0.094
H 5.30026 3.62058 -3.02562 0.0 0.0 0.0 0.099
H 3.55124 2.36443 -1.84257 0.0 0.0 0.0 0.065
H 5.11768 1.99231 1.21433 0.0 0.0 0.0 0.095
H 6.63482 1.37337 3.04305 0.0 0.0 0.0 0.098
H 5.74741 0.93843 5.31414 0.0 0.0 0.0 0.094
H 3.30969 1.10677 5.72814 0.0 0.0 0.0 0.096
H 1.78930 1.72077 3.90718 0.0 0.0 0.0 0.073
H -3.82577 4.92484 -1.88282 0.0 0.0 0.0 0.092
H -6.02514 6.01360 -1.74075 0.0 0.0 0.0 0.097
H -7.03152 6.51452 0.46532 0.0 0.0 0.0 0.092
H -5.80471 5.92637 2.53368 0.0 0.0 0.0 0.093
H -3.59650 4.85974 2.39746 0.0 0.0 0.0 0.087
H -0.48778 6.42645 -1.31413 0.0 0.0 0.0 0.080
H 0.16195 7.03887 -3.59187 0.0 0.0 0.0 0.096
H -0.09281 5.41539 -5.44447 0.0 0.0 0.0 0.095
H -1.01525 3.16225 -4.98008 0.0 0.0 0.0 0.104
H -1.68667 2.54592 -2.70380 0.0 0.0 0.0 0.064
O 3.40682 0.17765 -0.31474 0.0 0.1 0.0 -0.124
H 4.23072 -0.07802 0.11041 0.0 0.0 0.1 0.042
H 3.23021 -0.56718 -0.92620 0.1 -0.1 0.0 -0.006
N -3.46165 0.63477 -1.38486 -1.0 0.0 -0.5 -0.193
C -3.41052 1.72955 -0.99535 -0.7 0.5 -0.4 -0.409
C 2.96883 -4.27712 -7.97722 0.0 0.0 0.0 -0.063
C 3.12497 -4.10607 -6.48798 0.0 0.0 0.0 -0.291
C 2.32484 -4.82012 -5.60292 0.0 0.0 0.0 -0.054
C 2.46233 -4.66877 -4.22826 0.1 0.1 0.0 -0.062
C 3.40983 -3.79182 -3.72056 -0.1 0.1 -0.1 -0.266
C 4.22644 -3.08149 -4.59328 0.0 0.0 0.1 -0.057
C 4.08185 -3.24076 -5.96223 0.0 0.0 0.0 -0.053
S 3.51636 -3.46670 -1.96551 0.2 0.0 -0.1 0.440
O 4.89307 -3.73142 -1.60328 0.0 0.0 0.0 -0.332
O 2.52819 -4.34003 -1.35633 -0.1 -0.2 0.1 -0.358
O 3.15440 -2.04846 -1.87307 0.0 0.1 -0.1 -0.354
H 1.91602 -4.30419 -8.26226 0.0 0.0 0.0 0.073
H 3.42312 -5.21075 -8.31754 0.0 0.0 0.0 0.077
H 3.44623 -3.46074 -8.51959 0.0 0.0 0.0 0.069
H 1.57609 -5.50094 -5.99596 0.0 0.0 0.0 0.108
H 1.83598 -5.21319 -3.53361 0.0 0.0 0.0 0.105
H 4.96150 -2.39716 -4.18771 0.0 0.0 0.0 0.118
H 4.71726 -2.67830 -6.63884 0.0 0.0 0.0 0.105
```
Positions in Å, forces in eV/Å.

highest occupied orbital energy: -5.498 eV
electronic energy: -112768.685 eV
maximum force: 0.027 hartree/bohr
spin multiplicity: 1
total charge: -1
gap between HOMO and LUMO: 7.517 eV

=====

DFT (ωB97M-V with the def2-TZVPD basis set) results for a molecular structure, C4H28O11V in a non-equilibrium geometry.

Structure (XYZ):
```
44
Properties=species:S:1:pos:R:3:forces:R:3:lowdin_charge:R:1
V 19.76232 9.26037 13.47780 -2.7 -2.0 1.5 1.049
C 16.39088 6.68939 13.46131 0.5 -0.2 -0.5 -0.090
C 17.70289 7.00806 12.75222 0.8 0.0 0.1 -0.461
O 17.98151 8.36342 12.61448 2.0 1.4 0.7 -0.391
H 15.56291 7.09885 12.88409 -0.1 -0.1 0.1 0.079
H 16.31870 7.05584 14.48393 0.1 0.1 0.0 0.050
H 16.33496 5.59527 13.45169 -0.4 0.0 0.1 0.068
H 17.70880 6.49518 11.77522 -0.3 0.2 -0.1 0.099
H 18.55074 6.51542 13.27261 -0.2 -0.2 0.3 0.078
C 18.55026 6.99070 17.10556 -0.6 -0.1 0.0 -0.072
C 19.20902 8.29874 16.65859 1.0 0.0 0.1 -0.374
O 19.91148 8.31638 15.44606 0.0 0.6 -2.0 -0.404
H 18.65822 6.92360 18.19027 -0.3 0.1 0.1 0.077
H 18.94016 6.04480 16.72741 0.3 0.5 -0.2 0.033
H 17.48765 6.98119 16.86237 -0.1 0.1 0.1 0.054
H 19.96426 8.53047 17.42362 -0.2 0.2 0.3 0.097
H 18.45314 9.09456 16.71700 -0.1 0.0 0.0 0.094
O 15.14625 5.54766 17.64136 0.4 0.1 -0.4 -0.070
H 15.80162 5.38241 16.93080 -0.3 -0.3 0.4 0.006
H 15.56902 5.21032 18.43779 0.0 0.1 0.0 0.053
O 21.56273 10.36998 14.21550 0.4 0.3 -0.5 -0.084
H 22.30928 10.66587 13.67878 -0.1 -0.1 0.0 0.088
H 21.78282 10.62253 15.12001 -0.3 -0.3 0.0 0.086
O 18.96543 4.92801 20.08449 -1.4 0.8 1.6 -0.109
H 19.22617 5.10196 19.17270 -0.2 -0.3 0.8 -0.039
H 19.68818 4.39830 20.43761 -0.2 0.3 -0.3 0.025
O 17.04740 4.39133 15.87801 0.3 0.0 -0.3 -0.042
H 17.42467 4.92138 15.16216 -0.1 -0.1 0.1 0.027
H 17.78834 3.87702 16.22047 -0.1 0.0 0.1 0.061
O 22.52764 7.70345 15.94200 0.6 0.4 0.4 -0.068
H 21.75715 8.28284 15.78420 -0.7 -0.4 -0.1 -0.006
H 22.93878 8.03504 16.74970 0.0 -0.1 -0.1 0.058
O 14.15664 7.69062 16.09370 0.2 0.0 0.2 -0.075
H 14.56708 7.09374 16.74851 -0.3 0.1 0.0 -0.012
H 14.64386 8.51673 16.17033 0.0 0.0 0.0 0.023
O 20.40555 4.26851 18.45939 1.6 -0.6 -1.9 -0.073
H 20.76726 3.39767 18.27072 0.0 0.0 -0.1 0.075
H 20.47554 4.75039 17.61490 0.4 -0.1 -0.3 0.020
O 20.93349 5.48190 15.85162 0.2 -0.3 0.3 -0.088
H 20.29403 5.98831 15.33268 0.2 0.2 0.1 0.016
H 21.56384 6.16499 16.16854 -0.2 -0.2 -0.5 0.023
O 18.69536 10.98470 14.20226 0.0 0.5 0.1 -0.062
H 18.45739 11.81928 13.78174 0.0 -0.2 -0.1 0.095
H 18.52815 11.11324 15.14479 0.0 -0.3 -0.1 0.088
```
Positions in Å, forces in eV/Å.

energy relative to the best compared isomer or geometry (same formula, charge and spin): 0.000 eV
highest occupied orbital energy (alpha / beta): -8.025 / -8.412 eV
electronic energy: -52810.944 eV
expectation value of S²: 3.76
maximum force: 0.072 hartree/bohr
spin multiplicity: 4
total charge: 0
gap between HOMO and LUMO (alpha / beta): 6.992 / 7.205 eV

=====

DFT (ωB97M-V with the def2-TZVPD basis set) results for a molecular structure, C3HFFeO2 in a non-equilibrium geometry.

Structure (XYZ):
```
8
Properties=species:S:1:pos:R:3:forces:R:3:lowdin_charge:R:1
H 1.30374 -1.68535 -0.79452 -1.0 0.7 -0.5 0.265
O 0.52120 -0.22068 1.09211 1.1 -0.8 0.4 -0.063
O -0.62312 -0.14686 -0.76239 -1.1 0.3 -0.9 0.013
C 1.44688 -0.54234 0.10241 0.5 0.7 0.6 0.065
C 0.69155 -0.45740 -1.09143 1.2 1.7 0.7 -0.358
C -0.65569 0.14883 0.56015 -0.9 -0.5 -0.4 -0.402
F 1.12837 0.24831 -2.15584 -0.6 -1.9 0.5 0.141
Fe -2.21878 0.81985 1.57598 0.8 -0.2 -0.5 1.340
```
Positions in Å, forces in eV/Å.

highest occupied orbital energy (alpha / beta): -11.426 / -13.885 eV
electronic energy: -44309.106 eV
expectation value of S²: 8.76
maximum force: 0.043 hartree/bohr
spin multiplicity: 6
total charge: +1
gap between HOMO and LUMO (alpha / beta): 3.972 / 5.584 eV

=====

DFT (ωB97M-V with the def2-TZVPD basis set) results for C2H2N4O2 in the gas phase in a non-equilibrium geometry.

Structure (XYZ):
```
10
Properties=species:S:1:pos:R:3:forces:R:3:lowdin_charge:R:1
O -2.11462 -1.17889 -2.03215 1.1 1.4 4.2 -0.019
C -1.64653 -0.77576 -0.92170 -1.9 -3.2 -3.6 -0.324
N -0.67524 0.17449 -0.93055 0.7 0.4 1.1 0.134
C 0.13433 0.20995 0.06107 -1.3 0.1 0.3 -0.383
N 0.39160 -0.62173 1.19943 1.0 -0.5 -0.7 0.142
N 1.52046 -0.29126 1.62931 -0.8 -1.8 1.7 0.039
O 1.99645 0.80609 1.07745 0.3 0.1 0.3 0.007
N 0.97950 1.21433 0.28054 0.2 1.2 -0.3 0.116
H -1.93451 -1.29749 0.06415 0.2 0.9 -1.2 0.141
H 1.34856 1.76027 -0.42753 0.5 1.4 -1.8 0.146
```
Positions in Å, forces in eV/Å.

energy relative to the best compared isomer or geometry (same formula, charge and spin): 5.528 eV
highest occupied orbital energy: -10.041 eV
electronic energy: -12157.219 eV
maximum force: 0.100 hartree/bohr
spin multiplicity: 1
total charge: 0
gap between HOMO and LUMO: 9.212 eV
SMILES: O=C/N=c1\nno[nH]1

=====

no.,M (g mol⁻¹)
1,3211.93
2,1152.75
3,303.20
4,143.88
5,114.06